[1]
{
  "formula": "C12H7CrN2O5S",
  "method": "the ωB97M-V functional and the def2-TZVPD basis",
  "largest_force_ev_per_a": 7.593,
  "homo_ev": [-16.4, -16.3],
  "total_charge": 2,
  "multiplicity": 4,
  "symbols": ["O", "C", "Cr", "O", "C", "C", "O", "C", "O", "C", "O", "H", "N", "C", "N", "C", "C", "C", "C", "C", "C", "S", "H", "H", "H", "H", "H", "H"],
  "xyz": [[1.1333, 2.1308, 4.9064], [0.6046, 1.6074, 3.9978], [-0.6717, 2.0778, 0.0475], [-3.1221, 1.0268, 1.2841], [-2.0752, 1.4034, 0.9311], [-1.3848, 1.6375, -1.6317], [-1.8157, 1.4864, -2.7068], [0.9914, 2.9904, -1.1497], [1.9984, 3.4174, -1.5068], [-0.8512, 3.9761, 0.6469], [-0.9334, 5.1214, 0.8243], [-0.1274, 1.2583, 1.4740], [-1.2169, -1.0478, 2.6955], [-0.5896, -1.3628, 1.4989], [-0.2064, -0.5798, 0.5268], [0.4183, -1.2014, -0.5636], [0.9585, -0.5808, -1.7107], [1.3736, -1.4025, -2.7260], [1.3241, -2.7847, -2.5869], [0.8757, -3.3727, -1.4069], [0.4069, -2.5933, -0.4129], [-0.3023, -3.0448, 1.1460], [-1.1826, -1.7798, 3.3957], [-0.9065, -0.1267, 3.0142], [1.0332, 0.5062, -1.7332], [1.7338, -0.9394, -3.6180], [1.6607, -3.3887, -3.3994], [0.8730, -4.4348, -1.2367]]
}

***

[2]
{
  "formula": "C12H7N6O7S3V",
  "method": "the ωB97M-V functional and the def2-TZVPD basis",
  "largest_force_ev_per_a": 0.333,
  "homo_ev": [-5.4, -5.5],
  "total_charge": -1,
  "multiplicity": 2,
  "symbols": ["V", "O", "C", "O", "C", "C", "C", "C", "C", "N", "C", "O", "O", "H", "H", "H", "H", "N", "N", "C", "O", "O", "H", "H", "H", "S", "C", "S", "C", "C", "N", "C", "N", "O", "S", "N"],
  "xyz": [[0.1353, -1.1252, 0.1998], [2.1069, 2.3309, -2.6888], [2.0671, 1.1707, -2.0169], [1.9927, 0.0891, -2.5238], [2.2784, 1.3768, -0.5427], [2.9388, 2.4967, -0.0683], [3.2882, 2.5551, 1.2734], [3.0034, 1.4781, 2.0873], [2.3139, 0.4123, 1.5337], [1.9200, 0.3764, 0.2655], [1.9912, -0.8420, 2.3135], [2.4444, -1.0027, 3.4198], [1.2786, -1.6867, 1.6193], [1.7503, 2.1438, -3.5691], [3.1794, 3.2953, -0.7538], [3.7975, 3.4253, 1.6666], [3.2830, 1.4282, 3.1297], [-2.7190, -1.2095, -2.1142], [-2.2291, -0.0071, -2.6008], [-1.0644, 0.5327, -2.1313], [-0.5640, 1.5055, -2.6704], [-0.5568, -0.0566, -1.0725], [-2.4600, -1.9827, -2.7107], [-3.7101, -1.1543, -1.9433], [-2.4701, 0.3039, -3.5271], [-0.9746, 0.3282, 1.8533], [-2.1108, -0.9517, 1.9203], [-1.6514, -2.3175, 0.9546], [-3.2831, -0.9284, 2.6403], [-4.1838, -2.0377, 2.6258], [-4.9105, -2.9321, 2.6146], [-3.6422, 0.2088, 3.4281], [-3.9414, 1.1239, 4.0608], [-0.4027, -2.6161, -3.3364], [0.4903, -3.1868, -2.3289], [0.6148, -2.5446, -1.0076]]
}